1.
This record from OMol25 describes a 11-piece molecular cluster, C41H85Cl2N11O14 overall. The level of theory is ωB97M-V/def2-TZVPD.

Output
Orbital gap = 0.32471 Ha
Highest occupied orbital energy = -8.343 eV
F_max = 5.2 eV Å⁻¹
SMILES = C/C(Cl)=C(\Cl)[C@H]1C[C@@](N)(CCCC(=O)O)C(=O)O1.CNC(C)=O.CNC(C)=O.CNC(C)=O.CNC(C)=O.CNC(C)=O.CNC(C)=O.CNC(C)=O.CNC(C)=O.CNC(C)=O.CNC(C)=O
Spin multiplicity = 1

Last column: Mulliken charge in e.
Element x y z (Å)
H  1.5788  5.2631  10.9508  0.31
N  -2.7489  1.8079  0.7592  -0.07
H  4.9045  -6.7023  -6.2039  0.25
C  -6.7553  -1.3454  3.6712  0.85
H  -2.3320  3.4593  8.9288  0.28
H  2.5383  10.4377  7.1527  0.30
H  -3.3013  -0.6046  -2.9648  0.29
H  3.3956  9.9311  5.6884  0.36
C  -4.4807  -7.3975  -6.4596  0.92
H  2.5759  -3.4321  -2.7924  -0.27
C  -2.1525  -3.8633  -4.2630  -0.18
H  4.1459  3.2594  -0.0196  -0.21
H  -0.3079  -1.8604  -1.2819  0.54
O  -5.5585  -1.4843  3.8846  -0.63
H  -4.3752  -5.5119  -5.8305  0.11
H  -3.9264  -8.1261  -8.3966  0.35
C  3.1815  1.6656  1.0343  0.72
H  5.0649  0.1206  -1.0548  0.23
C  -1.0534  -0.9069  -3.2514  1.22
H  3.8828  -8.1162  -6.5089  0.40
H  -3.1913  3.4322  1.9606  0.27
C  4.6721  8.4623  -2.0164  -0.83
H  0.4852  7.2739  3.3916  0.32
C  -4.6960  -8.3038  -7.6421  -1.34
C  2.8270  -6.2569  -6.3713  0.87
H  -1.4480  1.9692  9.3312  0.31
H  -7.1070  -3.4452  3.5826  0.31
O  -4.2669  -7.8339  -5.3352  -0.65
O  1.6673  4.6569  8.5104  -0.65
H  1.5291  -3.0495  -4.2522  0.04
C  -3.2472  0.5659  0.5245  0.62
H  2.2746  -8.6362  -1.2906  0.32
C  -1.4426  3.0578  9.4198  -0.88
C  4.3930  7.1646  5.6825  -0.97
C  4.0377  -7.0639  -6.7577  -1.51
H  5.5375  9.0985  -2.2147  0.28
H  4.5111  7.7967  -2.8617  0.32
H  -4.9181  -6.0251  -8.7483  0.38
H  3.2723  -0.2731  0.5892  0.17
N  1.6400  -6.5650  -6.9641  0.03
H  -5.6508  -4.7206  -7.7846  0.31
O  -0.1445  -1.0076  -5.6320  -0.51
H  2.1730  -7.9088  0.3303  0.37
C  -1.1115  -1.1793  -4.8569  -0.26
C  0.6985  4.6723  10.6966  -1.36
O  -2.3967  -1.6920  -5.2885  -0.42
C  2.4374  8.3446  6.7632  0.95
H  1.5930  -0.3660  -3.1484  0.61
C  3.9094  2.9827  1.0079  -0.57
H  -0.1912  5.2705  10.9043  0.35
Cl  -2.9174  -4.5172  -1.5688  -0.20
H  4.8224  2.9196  1.6034  0.39
H  -2.9905  1.9095  2.8598  0.30
H  -4.6283  -9.3426  -7.3180  0.29
C  3.1691  9.6597  6.7218  -1.44
H  3.2718  3.7566  1.4354  0.33
C  4.7260  5.5039  -1.7877  -1.14
O  2.8846  -5.3487  -5.5527  -0.51
Cl  -1.2837  -4.3889  -5.8041  -0.16
N  3.8234  0.5722  0.5377  -0.11
H  3.7910  9.0929  -1.8779  0.28
H  -8.7044  0.8891  2.4436  0.30
O  5.1706  5.9413  0.5249  -0.64
C  2.5305  -5.4783  -0.7974  0.86
C  -8.6688  0.2753  3.3462  -0.87
C  0.7476  4.3076  9.2374  0.87
H  -9.0195  0.8681  4.1940  0.29
H  -5.6885  -8.1381  -8.0665  0.39
C  3.5227  -2.0721  -4.2762  0.12
C  -0.0461  -1.8249  -2.3942  -0.39
H  -0.4180  7.2453  5.5587  0.36
O  2.5976  -4.4579  -1.4743  -0.63
N  -0.2750  3.5643  8.7310  -0.12
H  -1.1615  7.9798  3.4551  0.38
H  4.0887  9.5964  7.3075  0.38
H  3.7322  5.6816  -2.2043  0.36
H  -1.4539  3.3352  10.4716  0.32
H  5.4924  5.6879  -2.5436  0.37
C  -1.1066  5.8409  3.3510  0.69
H  -2.9352  -0.3977  2.4111  0.43
H  -8.1330  -2.4925  2.4987  0.36
C  -0.5389  7.1950  3.0200  -1.30
H  2.2749  -5.7741  1.3083  0.41
H  4.8555  -3.4073  -3.7842  0.34
H  1.6050  -6.4692  -2.2538  0.06
C  -2.6238  2.5030  2.0238  -0.83
C  -0.8250  6.2729  5.8253  -0.66
H  -0.1167  -2.8983  -2.7828  -0.40
H  0.7014  -8.1080  -0.6504  0.29
C  -2.0825  -4.7996  -3.1837  0.40
H  -4.0555  -2.5998  -4.3239  0.37
H  5.0729  8.2694  0.0587  0.24
H  5.7356  -0.2182  0.5574  0.29
H  -1.5928  4.5745  4.8065  0.19
C  -4.7656  -5.3481  -7.9103  -0.93
H  4.9816  6.4554  6.2685  0.28
C  3.0772  -5.5478  0.6028  -1.60
C  2.2249  -2.5672  -3.4791  1.18
H  4.2951  6.7878  4.6619  0.32
N  4.9118  7.7392  -0.7859  -0.17
C  -2.9353  -2.4472  -4.1401  0.19
H  -0.9107  -6.3989  -2.2014  0.26
O  -3.2780  0.1251  -0.6219  -0.62
H  -1.7109  6.4086  6.4500  0.22
H  1.9976  -1.4107  -1.5944  -0.09
H  0.8751  -5.9815  -6.6557  0.06
H  -6.6121  0.6406  3.7209  0.20
H  4.2385  -6.9522  -7.8253  0.41
O  2.0469  1.5569  1.4833  -0.70
H  -8.4504  -2.5137  4.2631  0.36
N  -7.2912  -0.0958  3.5897  -0.12
H  -0.2902  -6.0507  -3.8877  0.02
H  -4.1131  -1.1950  1.3575  0.32
C  -2.5480  -1.4708  -2.9374  -0.57
H  -1.5712  2.7393  2.1796  0.30
H  0.9665  -7.1146  -8.8413  0.29
H  -0.0769  5.7077  6.3853  0.04
O  -1.4750  5.0588  2.4825  -0.57
C  -3.7472  -0.2274  1.7015  -1.07
H  5.6559  1.4571  -0.0385  0.33
N  1.9471  -6.5938  -1.3104  0.00
N  3.0709  7.2481  6.2653  -0.05
N  -1.2036  5.4956  4.6627  -0.01
N  -4.5289  -6.0543  -6.6698  -0.07
C  5.1517  0.4929  -0.0315  -0.81
H  2.2578  -8.1614  -8.2057  0.39
O  4.8650  -2.4246  -3.8695  -0.52
H  3.8604  -6.3065  0.6628  0.40
H  -0.8839  0.8328  -2.0977  0.27
O  3.3252  -1.3777  -5.3123  -0.56
C  1.5066  -1.3791  -2.6372  -0.56
H  0.6997  3.7684  11.3098  0.37
H  -4.5701  0.3000  2.1866  0.11
C  1.7702  -7.8842  -0.6800  -0.96
N  -0.8715  0.5528  -3.0872  -0.57
H  -2.4341  2.2776  -0.0780  0.23
H  -3.9024  -4.7095  -8.1112  0.28
C  4.9532  6.3918  -0.5934  0.83
H  -9.3135  -0.5918  3.2198  0.32
H  -0.1721  3.3595  7.7469  0.22
H  -1.5636  1.0745  -3.6383  0.37
H  -0.5245  7.3258  1.9376  0.29
H  -2.6165  -1.8279  -1.8599  0.08
H  -1.9020  -7.0332  -3.7120  0.23
H  3.5099  -4.5833  0.8699  0.28
C  -7.6778  -2.5209  3.4911  -1.35
C  1.3674  -7.5932  -7.9449  -0.99
H  4.8986  8.1279  5.6656  0.38
H  4.7891  4.4610  -1.4803  0.06
O  1.3074  8.2430  7.2258  -0.64
H  0.6131  -8.2683  -7.5340  0.30
C  -1.2646  -6.1932  -3.2823  -0.65
H  2.5189  6.4028  6.3271  0.14

=====

2.
This record from OMol25 describes a 3-piece molecular cluster, C3H10N2S overall. The level of theory is ωB97M-V/def2-TZVPD.

Output
Energy above the lowest of the compared OMol25 structures with the same formula, charge and spin = 126.3 kcal per mole
Orbital gap = 0.16478 Ha
Highest occupied orbital energy = -8.711 eV
F_max = 3.4 eV Å⁻¹
Spin multiplicity = 1

Last column: Mulliken charge in e.
Element x y z (Å)
H  0.4354  2.1633  0.0227  0.20
H  2.1100  -1.7761  -2.8524  -0.21
C  2.4851  -2.4623  -3.5359  -0.55
H  2.6984  -3.3492  -2.9700  0.28
C  -0.8175  1.6003  1.5909  0.12
H  1.7573  -2.6486  -4.2680  0.27
N  -1.6278  0.6672  1.9978  -0.47
N  -0.1824  1.5142  0.3530  -0.19
H  -0.0492  0.6562  -0.2162  0.16
H  -2.3852  1.8158  3.7162  0.29
H  -2.2801  0.0659  3.8730  0.23
H  -0.5521  2.5902  2.0769  0.24
H  -3.5375  0.7287  2.7763  0.22
H  3.3772  -2.0352  -3.9797  0.26
C  -2.4931  0.8647  3.1288  -0.64
S  1.0615  -0.3951  -1.7135  -0.20

=====

3.
This record from OMol25 describes a 2-piece molecular cluster, C2H11N4O overall. The level of theory is ωB97M-V/def2-TZVPD.

Output
Energy above the lowest of the compared OMol25 structures with the same formula, charge and spin = 148.7 kcal per mole
Orbital gap (spin up / spin down) = 0.27745 / 0.27730 Ha
Highest occupied orbital energy (spin up / spin down) = -12.490 / -12.488 eV
F_max = 3.9 eV Å⁻¹
Net charge = +1
Spin multiplicity = 1

Last column: Mulliken charge in e.
Element x y z (Å)
C  -1.5082  -0.4842  1.1721  0.06
N  -1.8575  0.6676  -0.7226  -0.47
H  2.8495  0.4653  -0.6364  0.34
H  1.2733  0.3939  -1.6142  0.42
H  2.1127  -1.0839  0.6708  0.27
H  -0.2853  -1.2646  -0.8610  0.28
H  -1.8438  1.5472  -0.1009  0.29
N  0.2988  -1.5294  -0.0409  -0.27
H  -2.5640  0.8789  -1.4447  0.29
O  -2.1946  -0.3992  0.0635  -0.11
N  1.6280  -1.0582  -0.2123  -0.41
H  0.2965  -2.4895  0.3771  0.30
H  -1.2152  0.5785  1.5638  0.26
H  1.5045  1.7841  0.8916  0.19
H  0.3356  1.7455  -0.3680  0.23
N  1.0092  1.2810  0.1741  -0.34
C  1.7156  0.3561  -0.6460  -0.66
H  -1.5549  -1.3893  1.7341  0.32